The following is a quantum chemistry calculation of a 18-piece molecular cluster, C38H117N5O23 overall, from the Open Molecules 2025 dataset.

Geometry as XYZ:
```
183
Properties=species:S:1:pos:R:3:lowdin_charge:R:1
C -2.17 -18.73 -14.78 -0.032
C -1.15 -19.79 -15.22 -0.440
C -0.49 -19.43 -16.52 -0.218
O -1.48 -19.51 -17.53 -0.175
C -1.17 -19.31 -18.92 -0.063
N -0.09 -19.83 -14.25 0.030
H -1.63 -17.77 -15.01 0.079
H -2.36 -18.72 -13.72 0.078
H -3.05 -18.69 -15.42 0.053
H -1.67 -20.78 -15.38 0.155
H 0.20 -20.24 -16.71 0.112
H 0.13 -18.50 -16.33 0.134
H -1.20 -18.26 -19.21 0.066
H -1.91 -19.87 -19.49 0.096
H -0.19 -19.57 -19.22 0.060
H 0.72 -20.47 -14.22 0.087
H -0.43 -19.83 -13.30 0.087
C 1.96 -12.50 -11.81 -0.064
C 1.89 -11.87 -13.18 -0.437
C 0.83 -10.82 -13.24 -0.197
O -0.45 -11.40 -13.00 -0.216
C -1.47 -10.47 -13.00 -0.111
N 3.15 -11.24 -13.64 0.032
H 1.92 -11.81 -10.97 0.081
H 2.90 -13.07 -11.59 0.087
H 1.25 -13.26 -11.54 0.066
H 1.65 -12.66 -13.96 0.162
H 0.83 -10.48 -14.29 0.123
H 1.12 -9.97 -12.57 0.150
H -2.48 -10.98 -12.80 0.124
H -1.52 -10.00 -13.98 0.072
H -1.32 -9.74 -12.21 0.090
H 4.00 -11.78 -13.35 0.117
H 3.25 -10.33 -13.20 0.088
C 7.51 -20.36 -19.90 -0.050
C 8.59 -19.59 -19.02 -0.342
C 8.29 -18.02 -19.11 -0.199
O 6.98 -17.74 -18.70 -0.257
C 6.11 -16.87 -19.38 -0.075
N 8.64 -20.24 -17.67 0.038
H 7.52 -19.97 -20.91 0.064
H 6.49 -20.30 -19.54 0.051
H 7.82 -21.38 -20.02 0.064
H 9.65 -19.70 -19.45 0.147
H 8.47 -17.70 -20.17 0.125
H 9.02 -17.34 -18.63 0.119
H 6.52 -15.91 -19.71 0.096
H 5.25 -16.73 -18.71 0.076
H 5.87 -17.43 -20.30 0.097
H 9.56 -20.07 -17.30 0.051
H 7.95 -19.81 -17.06 0.037
C 0.76 -13.13 -18.82 -0.011
C 1.63 -14.41 -19.08 -0.371
C 1.88 -15.11 -17.79 -0.173
O 2.85 -16.15 -18.02 -0.221
C 3.18 -16.85 -16.83 -0.098
N 1.01 -15.29 -20.11 0.090
H -0.24 -13.53 -18.72 0.064
H 0.79 -12.46 -19.66 0.062
H 1.14 -12.55 -17.97 0.057
H 2.56 -14.05 -19.51 0.125
H 1.00 -15.66 -17.35 0.137
H 2.28 -14.46 -17.00 0.122
H 3.60 -17.80 -17.11 0.061
H 2.34 -17.17 -16.21 0.067
H 3.93 -16.34 -16.21 0.081
H 0.96 -16.20 -19.69 0.054
H 0.10 -14.94 -20.34 0.054
C -1.92 -15.91 -17.70 -0.045
C -3.31 -16.01 -18.32 -0.358
C -4.40 -16.12 -17.20 -0.151
O -4.69 -17.50 -16.97 -0.195
C -5.38 -17.82 -15.81 -0.155
N -3.53 -14.91 -19.26 0.040
H -1.14 -15.95 -18.44 0.045
H -1.73 -16.76 -17.03 0.068
H -1.81 -14.98 -17.16 0.069
H -3.36 -16.90 -18.99 0.148
H -5.35 -15.64 -17.45 0.120
H -4.07 -15.67 -16.21 0.134
H -4.98 -17.46 -14.88 0.077
H -5.50 -18.92 -15.77 0.104
H -6.43 -17.61 -15.86 0.071
H -3.53 -13.98 -18.84 0.087
H -4.50 -14.95 -19.60 0.108
C 3.36 -15.72 -22.92 -0.256
C 2.66 -15.80 -24.25 -0.244
O 3.16 -16.90 -25.02 -0.057
O 2.98 -14.60 -22.13 -0.080
H 4.44 -15.68 -23.04 0.110
H 3.17 -16.65 -22.37 0.115
H 2.78 -14.83 -24.68 0.109
H 1.57 -16.03 -23.98 0.148
H 3.89 -16.57 -25.54 0.070
H 2.45 -14.91 -21.42 -0.006
C 3.09 -9.46 -17.57 -0.214
C 3.41 -10.93 -17.34 -0.223
O 2.44 -11.47 -16.44 -0.128
O 1.74 -9.35 -18.00 -0.076
H 3.78 -9.06 -18.29 0.120
H 3.25 -8.93 -16.60 0.129
H 4.43 -10.99 -16.94 0.115
H 3.47 -11.58 -18.22 0.110
H 2.77 -11.41 -15.51 0.041
H 1.16 -9.73 -17.33 0.066
C -3.32 -11.22 -16.39 -0.167
C -2.22 -10.23 -16.88 -0.187
O -0.88 -10.47 -16.36 -0.079
O -3.01 -12.62 -16.78 -0.092
H -4.30 -10.98 -16.83 0.118
H -3.45 -11.21 -15.32 0.095
H -2.53 -9.23 -16.59 0.119
H -2.19 -10.28 -17.98 0.111
H -0.60 -11.33 -16.68 0.059
H -2.41 -12.90 -16.11 0.010
C -3.16 -15.46 -22.57 -0.262
C -3.60 -14.31 -23.43 -0.255
O -4.17 -13.28 -22.63 -0.060
O -2.26 -15.05 -21.59 -0.100
H -2.66 -16.16 -23.27 0.120
H -4.06 -16.00 -22.25 0.121
H -4.35 -14.73 -24.14 0.126
H -2.78 -13.92 -24.08 0.119
H -3.46 -12.70 -22.36 0.063
H -2.72 -14.96 -20.75 -0.003
C 4.08 -21.85 -16.54 -0.278
C 3.48 -20.77 -15.60 -0.176
O 2.95 -21.37 -14.36 -0.095
O 5.28 -22.39 -16.14 -0.060
H 4.16 -21.36 -17.52 0.098
H 3.43 -22.75 -16.69 0.141
H 2.70 -20.21 -16.10 0.091
H 4.31 -20.16 -15.36 0.080
H 3.29 -22.28 -14.32 0.077
H 5.95 -21.66 -16.10 0.107
C 5.72 -14.01 -17.39 -0.158
O 6.19 -13.32 -16.24 -0.117
H 6.06 -13.43 -18.36 0.126
H 6.02 -15.02 -17.53 0.026
H 4.60 -14.02 -17.33 0.080
H 7.07 -13.09 -16.51 0.062
C -0.35 -12.16 -22.95 -0.144
O -0.92 -12.47 -21.68 -0.169
H 0.29 -12.98 -23.24 0.064
H -1.16 -11.95 -23.69 0.085
H 0.34 -11.28 -22.88 0.074
H -1.26 -13.42 -21.64 0.061
C -0.01 -9.43 -20.84 -0.080
O 1.38 -9.91 -20.69 -0.160
H -0.33 -9.75 -21.80 0.038
H -0.59 -10.01 -20.07 0.088
H -0.07 -8.38 -20.69 0.068
H 1.60 -9.86 -19.77 0.012
C -1.58 -14.75 -13.49 -0.123
O -1.54 -13.51 -14.22 -0.149
H -0.65 -15.33 -13.54 0.061
H -1.90 -14.55 -12.40 0.103
H -2.46 -15.31 -13.86 0.069
H -0.93 -12.94 -13.73 0.028
C 3.22 -19.43 -19.45 -0.155
O 2.37 -18.43 -20.02 -0.142
H 3.19 -20.32 -20.11 0.094
H 4.31 -19.14 -19.43 0.073
H 2.90 -19.71 -18.47 0.037
H 2.55 -17.48 -19.78 0.060
C 1.86 -17.04 -12.85 -0.162
O 1.22 -17.27 -14.07 -0.151
H 2.23 -18.02 -12.50 0.080
H 2.65 -16.38 -12.99 0.055
H 1.15 -16.79 -12.02 0.087
H 0.68 -18.03 -13.91 -0.002
C 4.28 -11.63 -22.40 -0.183
O 4.04 -10.85 -21.27 -0.140
H 4.36 -11.01 -23.30 0.080
H 5.28 -12.02 -22.38 0.066
H 3.56 -12.42 -22.49 0.046
H 3.17 -10.40 -21.43 0.056
C 6.52 -17.80 -15.00 -0.116
O 6.29 -18.72 -16.10 -0.193
H 6.61 -18.46 -14.10 0.083
H 7.49 -17.24 -15.09 0.091
H 5.58 -17.22 -14.92 0.067
H 6.49 -18.31 -16.98 0.049
```

Largest force on an atom = 0.0657 Eh/bohr
Calculated total energy = -95837.2979 eV
ΔE to the lowest compared entry with this formula, charge and spin = 0.00 kJ/mol
Gap between HOMO and LUMO = 9.54 eV